Record 1
# C34H41CaCl5F2K2MgNO11PSSi

A molecular structure, C34H41CaCl5F2K2MgNO11PSSi at a distorted geometry (ωB97M-V/def2-TZVPD, OMol25).

Structure (ORCA input):
```
! wB97M-V def2-TZVPD RIJCOSX def2/J DEFGRID3
* xyz 0 1
C -2.925 0.056 3.706
C -3.746 0.821 4.269
C -4.953 1.825 4.629
C -6.393 1.122 4.453
C -6.884 0.928 2.926
C -6.155 1.799 1.838
C -4.953 1.235 1.176
C -4.173 1.947 0.143
C -2.883 1.420 -0.543
C -3.054 0.062 -1.330
C -1.907 -0.001 -2.475
C -0.403 0.011 -1.902
C 0.559 -1.027 -2.615
C 2.082 -0.824 -2.215
C 2.817 -2.212 -1.904
C 4.369 -2.168 -2.215
Si 5.410 -3.232 -1.001
C 5.139 -5.100 -1.256
C 4.919 -2.827 0.810
C 7.280 -2.878 -1.204
C 8.313 -3.920 -1.082
C 9.747 -3.640 -1.206
C 10.221 -2.265 -1.456
C 9.186 -1.219 -1.609
C 7.758 -1.502 -1.496
C -4.642 3.256 -0.272
C -5.850 3.837 0.372
C -6.623 3.194 1.421
P -8.098 4.074 2.177
C -9.567 2.917 1.825
O -8.525 5.520 1.409
C -5.956 5.179 -0.391
O -6.854 5.900 -0.734
N -4.629 5.550 -0.843
C -3.797 6.388 0.063
C -4.406 7.828 0.047
O -4.394 8.521 -0.906
F -4.970 8.397 1.207
C -4.072 4.275 -1.309
O -3.367 4.012 -2.252
H -2.328 -0.586 2.986
H -4.851 2.796 4.126
H -4.841 2.033 5.736
H -6.298 0.066 4.899
H -7.172 1.633 5.086
H -8.000 1.040 2.913
H -6.687 -0.155 2.671
H -4.580 0.212 1.449
H -2.461 2.181 -1.263
H -2.063 1.262 0.232
H -4.081 -0.029 -1.765
H -2.865 -0.850 -0.650
H -2.040 0.927 -3.090
H -2.049 -0.910 -3.127
H 0.021 1.026 -2.131
H -0.392 -0.124 -0.791
H 0.271 -2.088 -2.371
H 0.510 -0.908 -3.734
H 2.229 -0.148 -1.326
H 2.638 -0.361 -3.071
H 2.593 -2.458 -0.828
H 2.372 -2.992 -2.579
H 4.548 -2.578 -3.245
H 4.770 -1.118 -2.170
H 5.828 -5.511 -2.035
H 4.083 -5.287 -1.613
H 5.265 -5.666 -0.290
H 5.420 -3.517 1.549
H 3.806 -2.971 0.964
H 5.195 -1.749 1.019
H 7.994 -4.974 -0.892
H 10.483 -4.480 -1.102
H 11.306 -2.012 -1.567
H 9.506 -0.165 -1.816
H 6.989 -0.695 -1.626
H -10.463 3.609 1.790
H -9.761 2.230 2.694
H -9.485 2.389 0.843
H -8.936 5.263 0.555
H -3.698 5.928 1.079
H -2.780 6.469 -0.416
O -2.138 7.457 4.391
S -2.058 6.344 3.435
O -1.031 5.388 3.893
O -1.666 6.859 2.109
O -3.364 5.667 3.341
Ca -0.759 -0.990 0.449
C 7.717 -8.153 -3.117
Cl 8.080 -9.286 -1.802
Cl 8.279 -8.824 -4.644
Cl 5.955 -7.886 -3.193
Cl 8.541 -6.607 -2.813
C 10.796 -7.850 0.437
O 11.072 -6.968 -0.368
O 9.688 -7.988 1.004
O 11.579 -8.752 0.815
Mg -2.590 -1.800 -4.394
Cl -1.518 5.324 -1.548
K -6.771 4.671 4.005
K -4.059 -1.273 5.357
F 10.629 -9.321 -4.704
*
```

Its HOMO-LUMO gap is 0.795 eV. As for the HOMO energy: -6.01 eV. The value obtained for the energy relative to the best compared isomer or geometry (same formula, charge and spin) is 144.4 kcal/mol. The calculation puts the LUMO energy at -5.217 eV. As for the largest force on an atom: 7.0 eV Å⁻¹.


Record 2
# C34H41F11N5O28

9 unconnected molecules or ions with the total composition C34H41F11N5O28 at a distorted geometry (ωB97M-V/def2-TZVPD, OMol25).

Structure (ORCA input):
```
! wB97M-V def2-TZVPD RIJCOSX def2/J DEFGRID3
* xyz 1 1
N -5.871 -3.152 1.787
C -5.519 -1.834 1.089
O -5.595 -0.695 1.830
C -5.095 -1.742 -0.522
C -4.028 -2.923 -0.917
C -2.503 -2.407 -1.229
N -1.632 -3.579 -1.727
C -1.462 -4.531 -0.524
N -1.934 -5.830 -0.757
N -0.874 -4.082 0.814
C -1.650 -2.866 1.362
C -0.714 -2.300 2.617
O -0.789 -3.126 3.831
C -2.109 -3.064 4.475
F -2.962 -4.251 4.102
F -2.823 -1.775 4.329
F -1.850 -3.223 5.955
C -1.704 -1.797 0.081
C -2.202 -0.289 0.517
O -1.014 0.576 0.777
N -1.184 1.312 1.888
O -1.917 2.271 1.706
H -4.991 -3.738 1.903
H -6.184 -2.982 2.775
H -6.090 -1.945 -1.115
H -4.707 -0.672 -0.813
H -4.112 -3.764 -0.105
H -4.427 -3.409 -1.930
H -2.487 -1.602 -2.109
H -2.193 -4.084 -2.454
H -2.984 -6.001 -0.724
H -1.274 -6.643 -0.923
H 0.119 -3.800 0.576
H -2.717 -3.152 1.753
H -0.863 -1.140 2.811
H 0.409 -2.399 2.221
H -0.570 -1.680 -0.266
H -2.953 -0.289 1.435
H -2.763 0.232 -0.397
C -3.184 -3.686 -6.350
C -3.009 -5.155 -6.530
O -2.755 -5.619 -5.223
C -3.407 -4.747 -4.404
O -3.652 -4.965 -3.229
O -3.761 -3.601 -5.062
F -1.927 -5.422 -7.295
H -2.234 -3.142 -6.359
H -3.845 -3.250 -7.105
H -3.889 -5.665 -6.937
C -1.197 4.380 -0.254
C -0.111 5.354 -0.560
O 0.246 5.042 -1.887
C -0.890 4.546 -2.454
O -1.058 4.422 -3.655
O -1.823 4.213 -1.510
F 0.964 5.143 0.232
H -0.815 3.415 0.093
H -1.903 4.765 0.487
H -0.419 6.403 -0.499
C -2.601 3.742 -6.482
C -4.076 3.581 -6.335
O -4.432 2.786 -7.443
C -3.329 2.030 -7.706
O -3.335 1.033 -8.409
O -2.217 2.520 -7.079
F -4.704 4.773 -6.447
H -2.329 4.571 -7.145
H -2.100 3.883 -5.520
H -4.383 3.083 -5.410
C -0.672 -7.391 4.746
C 0.414 -6.417 4.440
O 0.772 -6.729 3.112
C -0.364 -7.224 2.546
O -0.532 -7.349 1.345
O -1.297 -7.558 3.490
F 1.489 -6.628 5.231
H -0.289 -8.356 5.093
H -1.378 -7.006 5.487
H 0.107 -5.367 4.501
C 4.201 4.397 -0.147
C 4.949 3.780 0.985
O 5.205 2.469 0.534
C 5.277 2.569 -0.823
O 5.752 1.710 -1.548
O 4.760 3.753 -1.273
F 4.176 3.706 2.091
H 3.126 4.191 -0.107
H 4.348 5.479 -0.201
H 5.894 4.278 1.223
C -7.933 -6.253 -2.579
C -7.087 -7.249 -3.296
O -5.781 -6.941 -2.866
C -5.932 -6.421 -1.616
O -5.022 -6.291 -0.814
O -7.230 -6.070 -1.366
F -7.151 -7.061 -4.634
H -8.002 -5.296 -3.107
H -8.945 -6.624 -2.393
H -7.319 -8.291 -3.054
C 8.668 7.489 3.316
C 7.193 7.328 3.462
O 6.837 6.533 2.355
C 7.939 5.776 2.092
O 7.934 4.780 1.388
O 9.052 6.266 2.719
F 6.564 8.520 3.351
H 8.940 8.317 2.653
H 9.168 7.630 4.278
H 6.886 6.829 4.388
C 12.982 9.510 6.218
C 12.129 9.930 5.070
O 11.326 8.798 4.824
C 11.204 8.181 6.033
O 10.368 7.329 6.285
O 12.127 8.639 6.932
F 12.881 10.165 3.971
H 13.877 8.963 5.903
H 13.288 10.356 6.839
H 11.491 10.796 5.277
*
```

Its HOMO-LUMO gap is 7.269 eV. As for the HOMO energy: -12.13 eV. The calculation puts the LUMO energy at -4.858 eV. As for the largest force on an atom: 8.3 eV Å⁻¹.


Record 3
# C34H41N5O4S2

2 unconnected molecules or ions with the total composition C34H41N5O4S2 at a distorted geometry (ωB97M-V/def2-TZVPD, OMol25).

Structure (ORCA input):
```
! wB97M-V def2-TZVPD RIJCOSX def2/J DEFGRID3
* xyz 0 1
C 8.042 -2.102 -1.430
C 6.521 -2.095 -1.327
C 6.032 -0.705 -0.915
C 4.581 -0.695 -0.423
C 3.938 0.681 -0.473
C 4.722 1.818 -0.355
C 4.197 3.114 -0.392
N 5.041 4.237 -0.272
C 2.833 3.236 -0.565
C 2.043 2.099 -0.686
C 2.531 0.806 -0.624
C 1.608 -0.380 -0.691
C 1.052 -0.686 0.718
C 0.341 -2.044 0.779
S -1.246 -2.103 1.671
C -2.500 -1.631 0.513
S -2.553 -0.118 -0.054
N -3.460 -2.650 0.160
C -4.812 -2.126 0.184
C -5.634 -2.011 -0.926
C -6.912 -1.471 -0.801
C -7.383 -1.028 0.427
C -6.560 -1.149 1.541
C -5.293 -1.696 1.422
C -3.108 -3.385 -1.018
C -2.030 -3.080 -1.840
C -1.741 -3.859 -2.962
C -2.525 -4.953 -3.290
C -3.592 -5.278 -2.457
C -3.870 -4.512 -1.338
C 0.654 2.599 -0.896
O -0.395 2.032 -0.828
N 0.771 3.972 -1.196
C -0.414 4.798 -1.133
C -1.046 4.974 -2.532
C -2.464 4.494 -2.555
N -2.869 3.661 -3.657
O -3.223 4.787 -1.678
C 1.984 4.433 -0.652
O 2.217 5.548 -0.294
H 8.496 -1.768 -0.500
H 8.370 -1.401 -2.195
H 8.428 -3.084 -1.682
H 6.147 -2.277 -2.334
H 6.169 -2.867 -0.649
H 6.669 -0.344 -0.107
H 6.154 -0.034 -1.760
H 4.023 -1.323 -1.111
H 4.505 -1.102 0.582
H 5.792 1.752 -0.235
H 4.481 5.075 -0.171
H 5.649 4.124 0.528
H 0.763 -0.187 -1.348
H 2.142 -1.266 -1.012
H 0.449 0.128 1.101
H 1.917 -0.745 1.378
H 0.164 -2.471 -0.203
H 0.956 -2.738 1.339
H -5.288 -2.331 -1.896
H -7.516 -1.402 -1.693
H -8.365 -0.593 0.518
H -6.903 -0.803 2.504
H -4.656 -1.776 2.291
H -1.390 -2.238 -1.641
H -0.892 -3.585 -3.568
H -2.284 -5.517 -4.177
H -4.201 -6.133 -2.704
H -4.709 -4.781 -0.715
H -1.170 4.384 -0.474
H -0.165 5.779 -0.751
H -0.454 4.499 -3.304
H -1.090 6.032 -2.787
H -3.457 4.227 -4.264
H -3.499 2.977 -3.248
C -2.431 0.539 5.503
N -1.407 0.035 4.608
C -0.065 -0.010 4.801
C 0.475 0.527 6.106
O 0.661 -0.470 3.935
H -3.138 -0.257 5.745
H -2.978 1.352 5.022
H -1.994 0.909 6.424
H -1.692 -0.338 3.713
H 1.556 0.420 6.101
H 0.227 1.582 6.221
H 0.071 -0.033 6.951
*
```

Its HOMO-LUMO gap is 7.700 eV. As for the HOMO energy: -8.06 eV. The SMILES is CCCCc1cc(N)c2c(c1CCCSC(=S)N(c1ccccc1)c1ccccc1)C(=O)N(CCC(N)=O)C2=O.CNC(C)=O. The calculation puts the LUMO energy at -0.360 eV. As for the largest force on an atom: 1.3 eV Å⁻¹.